No. 1
Computed, not measured: a cluster of 2 separate species, C3H8O2S in total in a non-equilibrium geometry, with the ωB97M-V functional and the def2-TZVPD basis.

Geometry as ORCA input:
```
! RIJCOSX wB97M-V def2-TZVPD def2/J DEFGRID3
* xyz 0 1
O 1.728 -0.566 0.794
C 1.084 0.452 0.754
C -0.325 0.423 1.315
C -1.122 -0.751 0.704
S -2.925 -0.929 1.041
H 1.270 1.210 -0.014
H -0.170 0.294 2.389
H -0.901 1.347 1.221
H -0.487 -1.605 0.958
H -1.146 -0.546 -0.371
H -3.253 -1.424 -0.174
H 1.681 0.190 -3.279
H 2.162 1.080 -2.213
O 2.403 0.826 -3.125
*
```

Results
Strongest force on any atom (eV/Å): 3.14
LUMO level (eV): 0.22
Energy above the lowest of the compared OMol25 structures with the same formula, charge and spin (kJ/mol): 148.8
E_HOMO (eV): -9.471
Structure (SMILES): O=CCCS.O

***

No. 2
Computed, not measured: a cluster of 11 separate species, C22H13Cl44F7N3O2S in total in a non-equilibrium geometry, with the ωB97M-V functional and the def2-TZVPD basis.

Geometry as ORCA input:
```
! RIJCOSX wB97M-V def2-TZVPD def2/J DEFGRID3
* xyz 1 1
N -1.447 2.115 3.601
C -0.206 2.577 2.918
C -0.540 3.778 1.965
C -0.877 3.379 0.491
C -2.219 2.546 0.321
C -1.885 1.281 -0.517
C -2.669 1.013 -1.717
N -2.354 -0.078 -2.484
N -1.369 -0.796 -2.077
C -0.582 -0.715 -0.992
S 0.777 -1.901 -0.631
O 1.450 -2.246 -1.865
O 0.281 -3.125 -0.054
C 2.037 -1.074 0.496
F 1.545 -0.881 1.748
F 3.028 -1.981 0.632
C 2.583 0.278 -0.077
F 2.275 0.440 -1.390
F 2.066 1.364 0.577
C 4.155 0.465 0.023
F 4.607 0.273 1.276
F 4.801 -0.284 -0.864
F 4.355 1.778 -0.233
C -0.814 0.405 -0.086
H -1.313 2.129 4.605
H -1.691 1.188 3.267
H 0.467 2.952 3.733
H 0.345 1.738 2.431
H -1.330 4.407 2.432
H 0.390 4.406 1.913
H -1.031 4.339 -0.067
H 0.030 2.911 0.047
H -2.556 2.203 1.329
H -2.965 3.193 -0.183
H -3.501 1.663 -2.030
H -1.137 -1.582 -2.696
H -0.203 0.540 0.821
C 0.079 -4.576 3.551
Cl -1.550 -4.196 2.964
Cl 1.275 -3.720 2.562
Cl 0.232 -4.059 5.239
Cl 0.356 -6.318 3.436
C 1.930 4.760 -1.582
Cl 3.289 3.667 -1.295
Cl 1.468 5.541 -0.064
Cl 2.379 5.990 -2.772
Cl 0.554 3.817 -2.196
C -6.679 0.005 -2.594
Cl -7.233 -1.448 -3.434
Cl -7.456 1.433 -3.298
Cl -7.093 -0.107 -0.877
Cl -4.913 0.149 -2.766
C -8.750 -1.358 -7.319
Cl -8.634 -0.392 -5.838
Cl -10.362 -1.170 -8.025
Cl -7.529 -0.808 -8.478
Cl -8.469 -3.064 -6.930
C -0.849 -0.197 7.475
Cl -1.368 -0.398 9.153
Cl -0.605 1.527 7.134
Cl 0.672 -1.067 7.217
Cl -2.092 -0.843 6.389
C 7.656 -1.660 -2.995
Cl 6.003 -2.280 -2.831
Cl 8.361 -2.246 -4.510
Cl 7.621 0.112 -3.005
Cl 8.633 -2.226 -1.633
C 9.341 -6.364 -0.658
Cl 8.109 -5.468 -1.560
Cl 8.562 -7.612 0.328
Cl 10.468 -7.124 -1.792
Cl 10.227 -5.247 0.396
C 0.283 -8.983 6.674
Cl 1.101 -9.552 5.208
Cl 1.260 -9.393 8.092
Cl 0.075 -7.226 6.586
Cl -1.303 -9.759 6.804
C 3.725 -0.961 -5.940
Cl 3.025 -1.000 -4.309
Cl 5.263 -1.836 -5.944
Cl 2.605 -1.729 -7.078
Cl 4.000 0.720 -6.425
C -1.926 7.329 1.385
Cl -3.063 5.975 1.528
Cl -2.776 8.856 1.654
Cl -0.645 7.143 2.597
Cl -1.213 7.327 -0.235
C -5.711 4.269 -1.330
Cl -5.990 2.670 -2.049
Cl -6.792 5.449 -2.078
Cl -6.028 4.195 0.411
Cl -4.028 4.751 -1.603
*
```

Results
Strongest force on any atom (eV/Å): 5.78
LUMO level (eV): -5.02
E_HOMO (eV): -11.783

***

No. 3
Computed, not measured: an isolated molecule of C4H7NO2, with the ωB97M-V functional and the def2-TZVPD basis.

Geometry as ORCA input:
```
! RIJCOSX wB97M-V def2-TZVPD def2/J DEFGRID3
* xyz 0 1
C -0.889 -1.081 0.359
C -0.395 0.215 -0.284
C -1.168 1.424 0.222
O -2.107 1.341 0.975
C 1.093 0.479 -0.055
O 1.493 1.465 0.540
N 1.938 -0.449 -0.583
H -0.836 -1.008 1.449
H -1.932 -1.265 0.090
H -0.298 -1.946 0.041
H -0.557 0.177 -1.373
H -0.820 2.400 -0.163
H 1.608 -1.314 -0.978
H 2.922 -0.355 -0.382
*
```

Results
Strongest force on any atom (eV/Å): 0.53
LUMO level (eV): 0.68
Energy above the lowest of the compared OMol25 structures with the same formula, charge and spin (kJ/mol): 45.9
E_HOMO (eV): -9.862
Structure (SMILES): C[C@@H](C=O)C(N)=O

***

No. 4
Computed, not measured: a cluster of 2 separate species, C4H14N2O in total in a non-equilibrium geometry, with the ωB97M-V functional and the def2-TZVPD basis.

Geometry as ORCA input:
```
! RIJCOSX wB97M-V def2-TZVPD def2/J DEFGRID3
* xyz -1 2
N 0.184 1.075 0.463
C 0.965 -1.635 1.896
C -0.465 -1.062 1.554
C -0.566 -0.145 0.291
C -2.175 0.343 0.071
N -2.165 1.342 -0.990
H 1.031 1.183 -0.150
H -0.329 1.978 0.553
H 1.518 -2.051 0.974
H 1.732 -0.954 2.301
H 0.935 -2.444 2.664
H -0.689 -0.377 2.396
H -1.187 -1.802 1.396
H -0.223 -0.633 -0.697
H -2.660 -0.573 -0.360
H -2.517 0.743 1.112
H -1.807 1.081 -1.874
H -1.887 2.198 -0.669
H 3.146 -0.868 -2.322
H 4.067 0.361 -2.887
O 3.273 0.029 -2.703
*
```

Results
Strongest force on any atom (eV/Å): 6.89
LUMO level (alpha / beta) (eV): 3.65 / 3.59
Energy above the lowest of the compared OMol25 structures with the same formula, charge and spin (kJ/mol): 163.8
E_HOMO (alpha / beta) (eV): 1.129 / -5.494

***

No. 5
Computed, not measured: a structure of composition C5H6O2, with the ωB97M-V functional and the def2-TZVPD basis.

Geometry as ORCA input:
```
! RIJCOSX wB97M-V def2-TZVPD def2/J DEFGRID3
* xyz 0 1
C -1.526 -0.682 -0.013
C -0.237 0.019 0.255
C 0.178 1.418 0.049
C 0.989 0.306 -0.615
C 1.617 -0.600 0.359
O 2.526 -1.367 0.261
O 0.590 -0.591 1.287
H -2.172 -0.643 0.871
H -1.325 -1.733 -0.241
H -2.055 -0.223 -0.851
H 0.597 1.987 0.876
H -0.477 1.999 -0.603
H 1.295 0.110 -1.636
*
```

Results
Strongest force on any atom (eV/Å): 0.88
LUMO level (eV): 0.77
Energy above the lowest of the compared OMol25 structures with the same formula, charge and spin (kJ/mol): 151.8
E_HOMO (eV): -10.312

***

No. 6
Computed, not measured: a cluster of 2 separate species, C4H3O2 in total in a non-equilibrium geometry, with the ωB97M-V functional and the def2-TZVPD basis.

Geometry as ORCA input:
```
! RIJCOSX wB97M-V def2-TZVPD def2/J DEFGRID3
* xyz 1 1
C 1.922 0.265 -1.708
C 0.970 0.430 -1.033
C -1.160 -1.083 0.680
C -0.636 1.276 0.917
O -0.533 2.405 0.975
O -0.554 0.084 0.856
H 2.474 -0.372 -2.428
H -0.351 -1.806 0.658
H -2.132 -1.200 1.082
*
```

Results
Strongest force on any atom (eV/Å): 8.26
LUMO level (alpha / beta) (eV): -7.76 / -6.27
Energy above the lowest of the compared OMol25 structures with the same formula, charge and spin (kJ/mol): 776.2
E_HOMO (alpha / beta) (eV): -15.140 / -15.986

***

No. 7
Computed, not measured: a structure of composition C38H30Cl4CoN4O6Te in a non-equilibrium geometry, with the ωB97M-V functional and the def2-TZVPD basis.

Geometry as ORCA input:
```
! RIJCOSX wB97M-V def2-TZVPD def2/J DEFGRID3
* xyz -2 6
Co 3.274 -0.087 -1.280
Cl 3.945 4.517 -6.108
C 4.477 3.209 -5.085
C 4.917 2.059 -5.680
Cl 5.508 2.122 -7.331
C 5.108 0.876 -4.921
Cl 5.795 -0.636 -5.707
C 4.528 0.735 -3.636
O 4.359 -0.400 -3.057
C 3.976 1.931 -2.940
O 3.551 1.870 -1.754
C 3.968 3.065 -3.812
Cl 3.403 4.550 -3.048
C 1.673 -4.024 -2.885
C 0.616 -4.864 -2.536
C -0.710 -4.238 -2.715
C -1.854 -4.920 -2.467
C -1.788 -6.317 -2.105
C -0.485 -6.939 -2.057
C 0.636 -6.247 -2.292
C -3.036 -6.977 -1.929
N -4.091 -7.373 -1.774
H 2.712 -4.372 -2.781
H 1.506 -2.945 -3.052
H -0.731 -3.190 -3.124
H -2.828 -4.380 -2.558
H -0.381 -8.034 -1.703
H 1.686 -6.637 -2.236
N 1.376 -0.701 -1.567
C 0.516 -0.272 -2.464
H 1.058 -1.617 -1.175
O 3.766 -0.555 0.652
N 4.071 -1.828 0.586
O 4.507 -2.433 1.541
O 3.856 -2.359 -0.533
C -4.844 0.986 8.560
C -3.922 0.800 7.421
C -3.806 -0.349 6.665
C -2.757 -0.585 5.721
C -2.800 -1.886 4.925
C -1.749 0.346 5.514
Te 0.148 0.099 4.398
N -0.517 -0.784 -2.986
C -1.116 -0.311 -4.108
O -2.118 -0.836 -4.612
C -0.743 1.071 -4.564
C -1.827 1.947 -4.694
C -1.641 3.224 -5.143
C -0.350 3.747 -5.431
C 0.750 2.873 -5.331
C 0.549 1.573 -4.868
C -0.428 1.334 2.817
C -1.759 1.738 2.693
C -2.121 2.540 1.602
C -1.119 3.006 0.718
C 0.206 2.576 0.917
C 0.614 1.818 1.998
C 2.013 1.339 2.090
C -1.853 1.526 6.292
C -0.821 2.588 6.209
C -2.931 1.777 7.178
H -4.422 0.471 9.439
H -5.870 0.729 8.389
H -4.875 2.044 8.805
H -4.610 -1.087 6.734
H -3.598 -2.565 5.241
H -1.895 -2.413 5.054
H -2.947 -1.669 3.870
H -2.808 1.521 -4.586
H -2.437 3.915 -5.164
H -0.216 4.777 -5.636
H 1.779 3.115 -5.685
H 1.406 0.868 -4.752
H -2.542 1.475 3.422
H -3.147 2.747 1.512
H -1.486 3.488 -0.175
H 0.960 2.988 0.263
H 2.660 2.025 1.563
H 2.146 0.379 1.569
H 2.359 1.290 3.154
H -0.513 2.780 5.228
H 0.117 2.255 6.691
H -1.214 3.489 6.741
H -2.791 2.634 7.876
*
```

Results
Strongest force on any atom (eV/Å): 4.78
LUMO level (alpha / beta) (eV): 3.19 / 2.62
Energy above the lowest of the compared OMol25 structures with the same formula, charge and spin (kJ/mol): 0.0
E_HOMO (alpha / beta) (eV): -2.067 / -2.133

***

No. 8
Computed, not measured: an isolated molecule of C2H3IN2 in a non-equilibrium geometry, with the ωB97M-V functional and the def2-TZVPD basis.

Geometry as ORCA input:
```
! RIJCOSX wB97M-V def2-TZVPD def2/J DEFGRID3
* xyz 0 1
C 1.459 0.866 0.035
C 0.174 0.114 -0.038
N 1.594 2.169 0.629
N 1.386 2.121 -0.605
I 3.274 -0.254 -0.003
H 0.336 -0.627 -0.764
H -0.629 0.927 -0.127
H -0.123 -0.326 0.936
*
```

Results
Strongest force on any atom (eV/Å): 3.49
LUMO level (eV): 0.01
Energy above the lowest of the compared OMol25 structures with the same formula, charge and spin (kJ/mol): 96.6
E_HOMO (eV): -9.678
Structure (SMILES): CC1(I)N=N1

***

Please write out number 4 again, unchanged.
Computed, not measured: a cluster of 2 separate species, C4H14N2O in total in a non-equilibrium geometry, with the ωB97M-V functional and the def2-TZVPD basis.

Geometry as ORCA input:
```
! RIJCOSX wB97M-V def2-TZVPD def2/J DEFGRID3
* xyz -1 2
N 0.184 1.075 0.463
C 0.965 -1.635 1.896
C -0.465 -1.062 1.554
C -0.566 -0.145 0.291
C -2.175 0.343 0.071
N -2.165 1.342 -0.990
H 1.031 1.183 -0.150
H -0.329 1.978 0.553
H 1.518 -2.051 0.974
H 1.732 -0.954 2.301
H 0.935 -2.444 2.664
H -0.689 -0.377 2.396
H -1.187 -1.802 1.396
H -0.223 -0.633 -0.697
H -2.660 -0.573 -0.360
H -2.517 0.743 1.112
H -1.807 1.081 -1.874
H -1.887 2.198 -0.669
H 3.146 -0.868 -2.322
H 4.067 0.361 -2.887
O 3.273 0.029 -2.703
*
```

Results
Strongest force on any atom (eV/Å): 6.89
LUMO level (alpha / beta) (eV): 3.65 / 3.59
Energy above the lowest of the compared OMol25 structures with the same formula, charge and spin (kJ/mol): 163.8
E_HOMO (alpha / beta) (eV): 1.129 / -5.494

***

What did the fifth record say?
Computed, not measured: a structure of composition C5H6O2, with the ωB97M-V functional and the def2-TZVPD basis.

Geometry as ORCA input:
```
! RIJCOSX wB97M-V def2-TZVPD def2/J DEFGRID3
* xyz 0 1
C -1.526 -0.682 -0.013
C -0.237 0.019 0.255
C 0.178 1.418 0.049
C 0.989 0.306 -0.615
C 1.617 -0.600 0.359
O 2.526 -1.367 0.261
O 0.590 -0.591 1.287
H -2.172 -0.643 0.871
H -1.325 -1.733 -0.241
H -2.055 -0.223 -0.851
H 0.597 1.987 0.876
H -0.477 1.999 -0.603
H 1.295 0.110 -1.636
*
```

Results
Strongest force on any atom (eV/Å): 0.88
LUMO level (eV): 0.77
Energy above the lowest of the compared OMol25 structures with the same formula, charge and spin (kJ/mol): 151.8
E_HOMO (eV): -10.312

***

What did the fifth record say?
Computed, not measured: a structure of composition C5H6O2, with the ωB97M-V functional and the def2-TZVPD basis.

Geometry as ORCA input:
```
! RIJCOSX wB97M-V def2-TZVPD def2/J DEFGRID3
* xyz 0 1
C -1.526 -0.682 -0.013
C -0.237 0.019 0.255
C 0.178 1.418 0.049
C 0.989 0.306 -0.615
C 1.617 -0.600 0.359
O 2.526 -1.367 0.261
O 0.590 -0.591 1.287
H -2.172 -0.643 0.871
H -1.325 -1.733 -0.241
H -2.055 -0.223 -0.851
H 0.597 1.987 0.876
H -0.477 1.999 -0.603
H 1.295 0.110 -1.636
*
```

Results
Strongest force on any atom (eV/Å): 0.88
LUMO level (eV): 0.77
Energy above the lowest of the compared OMol25 structures with the same formula, charge and spin (kJ/mol): 151.8
E_HOMO (eV): -10.312